Record 1
The following is a DFT calculation (the ωB97M-V functional and the def2-TZVPD basis) of a cluster of 3 separate species, C4H7N3O in total in a non-equilibrium geometry.

Structure (ORCA input):
```
! RIJCOSX wB97M-V def2-TZVPD def2/J DEFGRID3
* xyz 0 1
O 1.5071 -1.1192 1.3974
N 1.0765 0.5434 -0.0135
N 2.0682 0.1644 0.6151
N -0.6226 0.2909 -1.9942
C 0.1431 -1.1813 1.1269
C -0.0196 -0.2654 0.0488
C -1.2297 0.0208 -0.6040
C -1.9069 1.2961 -0.1357
H -0.4712 -2.0864 1.4430
H -1.4065 2.4073 0.0972
H -2.6932 1.3714 -1.0089
H -2.0794 -0.6621 -0.5205
H -1.0203 1.5994 -2.7367
H -2.5342 1.0343 0.9426
H -1.4287 -0.9231 -2.2633
*
```

Properties
- HOMO energy (eV) = -9.26
- frontier orbital gap (eV) = 8.991
- molar mass (g/mol) = 113.12
- energy relative to the best compared isomer or geometry (same formula, charge and spin) (kJ/mol) = 978.18
- calculated total energy (eV) = -10769.6092

Record 2
The following is a DFT calculation (the ωB97M-V functional and the def2-TZVPD basis) of an isolated molecule of C4H7N3O in a non-equilibrium geometry.

Structure (ORCA input):
```
! RIJCOSX wB97M-V def2-TZVPD def2/J DEFGRID3
* xyz 0 1
O 1.0043 -1.7342 1.9858
N 0.6764 -0.3201 -1.2974
N -2.5505 0.3212 -0.0165
N 0.6657 -0.7049 1.0622
C 0.3670 2.1272 -0.5039
C 0.9165 -1.0127 -0.2621
C -0.1844 0.7986 -1.1224
C -1.5115 0.5864 -0.4559
H -0.3766 1.2243 -2.0802
H 0.4402 -2.5131 1.8375
H -0.3494 2.8546 -0.2360
H 1.1130 2.6179 -1.1342
H -0.2420 -0.3848 1.3547
H 1.4819 -1.9244 -0.2902
H 0.8315 1.9284 0.4898
*
```

Properties
- SMILES string = C[C@H](C#N)/N=C\NO
- HOMO energy (eV) = -10.09
- frontier orbital gap (eV) = 10.657
- molar mass (g/mol) = 113.12
- energy relative to the best compared isomer or geometry (same formula, charge and spin) (kJ/mol) = 333.58
- calculated total energy (eV) = -10776.2900

Record 3
The following is a DFT calculation (the ωB97M-V functional and the def2-TZVPD basis) of an isolated molecule of C4H7N3O2 in a non-equilibrium geometry.

Structure (ORCA input):
```
! RIJCOSX wB97M-V def2-TZVPD def2/J DEFGRID3
* xyz 0 1
O 0.2525 1.1980 -0.9744
O -1.8160 2.1764 -0.6816
N 3.2510 -1.1114 -0.1079
N 1.0795 -0.6366 0.1610
N -1.2003 -0.1854 0.1617
C 0.0796 0.1125 -0.2087
C 2.2672 -0.3392 -0.3905
C -1.5282 -1.1894 1.1558
C -0.6978 2.1434 -1.1501
H 2.4711 0.5208 -1.0402
H -2.6121 -1.3013 1.2623
H -1.1523 -2.1513 0.8445
H -1.8841 0.6041 0.0758
H 2.8283 -1.7725 0.5829
H -0.2664 2.8861 -1.8222
H -1.0718 -0.9541 2.1314
*
```

Properties
- SMILES string = [H]/N=C\N=C(\NC)OC=O
- HOMO energy (eV) = -8.81
- frontier orbital gap (eV) = 9.083
- molar mass (g/mol) = 129.12
- energy relative to the best compared isomer or geometry (same formula, charge and spin) (kJ/mol) = 162.09
- calculated total energy (eV) = -12825.8499

Record 4
The following is a DFT calculation (the ωB97M-V functional and the def2-TZVPD basis) of an isolated molecule of C4H7N3O2 in a non-equilibrium geometry.

Structure (ORCA input):
```
! RIJCOSX wB97M-V def2-TZVPD def2/J DEFGRID3
* xyz 0 3
O -2.5007 1.7006 -1.9119
O -1.5579 -0.2299 -1.7992
N 0.9002 0.1888 -0.5108
N 1.9153 0.8033 -0.0324
N -1.9735 0.9374 -1.1705
C 0.0871 -0.6426 -0.0181
C 0.1018 -1.1262 1.4042
C 1.9529 1.9742 0.4419
C -0.9651 -1.1991 -0.9489
H -1.7448 -1.7050 -0.3650
H -0.8694 -0.9772 1.8741
H 2.9174 2.4027 0.6494
H 0.3346 -2.1898 1.4287
H 1.0630 2.5696 0.6406
H 0.8624 -0.5909 1.9678
H -0.5233 -1.9159 -1.6500
*
```

Properties
- HOMO energy (alpha / beta) (eV) = -7.78 / -9.37
- frontier orbital gap (alpha / beta) (eV) = 8.677 / 7.391
- expectation value of S² = 2.0088
- molar mass (g/mol) = 129.12
- energy relative to the best compared isomer or geometry (same formula, charge and spin) (kJ/mol) = 113.35
- calculated total energy (eV) = -12819.5377

Record 5
The following is a DFT calculation (the ωB97M-V functional and the def2-TZVPD basis) of the ion C4H7N3O2P with charge +1 in a non-equilibrium geometry.

Structure (ORCA input):
```
! RIJCOSX wB97M-V def2-TZVPD def2/J DEFGRID3
* xyz 1 1
P -0.5609 -1.6874 0.5013
O -0.0730 -2.9828 -0.5979
O -2.3085 -1.4740 0.3285
N 2.2148 1.4493 0.4387
N 1.5675 0.2799 0.6707
N -0.1917 -1.9874 2.0490
C -0.5895 0.8943 -1.0585
C 1.5756 2.4132 -0.4777
C 0.2647 0.0090 0.0100
C 0.1967 2.3462 -1.3553
H -2.4720 -0.5576 0.7505
H -1.6235 0.6229 -1.5472
H -1.0975 -2.0171 2.5822
H -0.8774 -3.4876 -0.9289
H -0.2152 3.1641 -2.0884
H 2.1756 3.4397 -0.6091
H 2.0142 -0.4246 1.3320
*
```

Properties
- SMILES string = N=P(O)(O)c1cccn[nH+]1
- HOMO energy (eV) = -13.10
- frontier orbital gap (eV) = 6.749
- molar mass (g/mol) = 160.09
- energy relative to the best compared isomer or geometry (same formula, charge and spin) (kJ/mol) = 236.62
- calculated total energy (eV) = -22101.9946

Record 6
The following is a DFT calculation (the ωB97M-V functional and the def2-TZVPD basis) of a structure of composition C4H7N3O3 in a non-equilibrium geometry.

Structure (ORCA input):
```
! RIJCOSX wB97M-V def2-TZVPD def2/J DEFGRID3
* xyz 0 1
O 3.0076 -0.0166 0.2993
O 0.0981 -1.6179 -0.5366
O -2.7936 -0.8084 0.8357
N 1.4563 -1.4932 -0.5559
N 0.4392 1.5472 -0.2979
N -2.0155 0.3685 -0.9032
C 0.6744 0.3351 0.5991
C 1.8777 -0.3469 0.1020
C -1.9334 -0.3974 0.2031
C -0.5007 -0.6611 0.4336
H -3.2471 0.6742 -1.3169
H -1.4705 0.9000 -1.3572
H 0.9959 0.8169 1.7606
H 2.2756 -2.3530 -0.6204
H -0.1732 -1.0808 1.3608
H -0.1495 2.1623 0.3335
H 1.4586 1.9713 -0.3397
*
```

Properties
- HOMO energy (eV) = -9.15
- frontier orbital gap (eV) = 9.534
- molar mass (g/mol) = 145.12
- energy relative to the best compared isomer or geometry (same formula, charge and spin) (kJ/mol) = 612.31
- calculated total energy (eV) = -14868.5633

Record 7
The following is a DFT calculation (the ωB97M-V functional and the def2-TZVPD basis) of a cluster of 2 separate species, C4H7N3OS in total in a non-equilibrium geometry.

Structure (ORCA input):
```
! RIJCOSX wB97M-V def2-TZVPD def2/J DEFGRID3
* xyz 0 1
S 1.9865 -0.5488 -1.5343
O 1.7109 0.5730 1.3971
N -1.3059 2.1105 -0.9245
N -0.3439 0.2581 -0.4654
N -0.2944 1.3713 -1.2031
C 0.7092 -0.6622 -0.4542
C 0.4557 -1.9646 0.3065
C -2.0743 1.4223 -0.0518
C -1.3882 0.2797 0.2987
H -0.5582 -2.1701 0.2123
H 0.4373 -1.3965 1.3574
H -1.7017 -0.5715 0.8972
H -2.9138 1.9717 0.5615
H 2.3410 1.3064 1.2993
H 1.7354 0.7014 -1.8194
H 1.2043 -2.6807 0.1228
*
```

Properties
- HOMO energy (alpha / beta) (eV) = -9.09 / -7.60
- frontier orbital gap (alpha / beta) (eV) = 8.006 / 6.298
- molar mass (g/mol) = 145.19
- energy relative to the best compared isomer or geometry (same formula, charge and spin) (kJ/mol) = 541.58
- calculated total energy (eV) = -21609.2138

Record 8
The following is a DFT calculation (the ωB97M-V functional and the def2-TZVPD basis) of an isolated molecule of C4H7N3S in a non-equilibrium geometry.

Structure (ORCA input):
```
! RIJCOSX wB97M-V def2-TZVPD def2/J DEFGRID3
* xyz 0 1
S -1.1772 -1.1010 2.4911
N 1.8093 1.2873 -2.6791
N 0.1559 0.2982 -0.9228
N 1.2447 0.9725 -0.4023
C -1.7907 -1.0642 -0.5971
C -0.2930 -0.3277 1.3773
C 1.9769 1.4586 -1.3576
C -0.5862 -0.3129 -0.0743
H -2.6988 -0.6818 -0.1412
H -1.8082 -0.9213 -1.6892
H 2.3278 1.7902 -3.3425
H 0.5800 0.2690 1.6604
H 0.9415 0.8361 -2.9665
H 2.8623 2.0151 -1.0828
H -1.6804 -2.1203 -0.3564
*
```

Properties
- SMILES string = C/C(C=S)=N/N=C\N
- HOMO energy (eV) = -8.40
- frontier orbital gap (eV) = 7.599
- molar mass (g/mol) = 129.19
- energy relative to the best compared isomer or geometry (same formula, charge and spin) (kJ/mol) = 219.38
- calculated total energy (eV) = -19565.5043